[1]
A 8-piece molecular cluster, C38H71FNO18S8 overall in a non-equilibrium geometry. Source: the Open Molecules 2025 dataset; level of theory: wB97M-V/def2-TZVPD.

Values from the calculation:
DFT total energy = -6184.88720 Ha
max |F| = 1.86 eV Å⁻¹

```
! RIJCOSX wB97M-V def2-TZVPD def2/J DEFGRID3
* xyz -1 1
C -5.379 -2.523 1.994
C -4.700 -3.255 1.111
C -3.315 -2.778 0.636
S -2.299 -4.320 0.493
C -2.698 -1.959 1.871
O -2.814 -0.715 1.837
O -2.184 -2.623 2.776
N -3.342 -1.887 -0.510
C -4.376 -2.117 -1.492
C -5.654 -1.298 -1.261
C -5.398 0.218 -1.160
C -6.317 0.797 -0.096
O -5.912 1.682 0.618
O -7.606 0.291 0.055
C -2.073 -1.511 -1.021
C -1.462 -2.333 -2.142
F -2.188 -0.193 -1.534
H -5.415 -1.443 1.937
H -5.940 -2.968 2.811
H -5.125 -4.175 0.728
H -3.222 -5.232 0.128
H -4.684 -3.167 -1.584
H -4.052 -1.841 -2.496
H -6.274 -1.453 -2.144
H -6.222 -1.706 -0.434
H -4.389 0.437 -0.827
H -5.640 0.665 -2.124
H -7.639 -0.215 0.874
H -1.325 -1.439 -0.238
H -0.777 -1.684 -2.691
H -2.171 -2.723 -2.867
H -0.854 -3.146 -1.771
C 2.484 -0.165 2.159
C 3.868 -0.185 1.488
C 3.713 -0.897 0.140
S 2.012 -0.620 -0.372
O 1.330 -1.887 -0.385
O 1.995 0.265 -1.510
C 1.502 0.281 1.083
H 2.460 0.503 3.020
H 2.224 -1.169 2.504
H 4.209 0.835 1.327
H 4.612 -0.682 2.110
H 4.386 -0.494 -0.614
H 3.862 -1.971 0.233
H 0.464 0.046 1.316
H 1.606 1.344 0.866
C -10.537 -2.202 -4.551
C -9.931 -3.465 -5.180
C -8.412 -3.395 -4.980
S -8.150 -2.424 -3.490
O -7.487 -1.200 -3.863
O -7.660 -3.286 -2.449
C -9.874 -2.058 -3.185
H -11.620 -2.273 -4.462
H -10.305 -1.333 -5.170
H -10.329 -4.349 -4.676
H -10.183 -3.551 -6.237
H -7.970 -4.379 -4.842
H -7.921 -2.880 -5.803
H -9.966 -1.061 -2.760
H -10.249 -2.802 -2.482
C 7.663 2.672 3.393
C 9.047 2.648 2.730
C 8.897 1.930 1.383
S 7.203 2.206 0.853
O 6.514 0.939 0.840
O 7.194 3.084 -0.290
C 6.690 3.115 2.305
H 7.627 3.345 4.249
H 7.402 1.668 3.740
H 9.391 3.670 2.564
H 9.787 2.153 3.357
H 9.575 2.330 0.632
H 9.046 0.856 1.483
H 5.651 2.883 2.531
H 6.798 4.177 2.087
C -1.404 -8.690 -2.842
C -1.568 -8.492 -4.355
C -1.904 -7.013 -4.589
S -1.157 -6.107 -3.225
O -2.204 -5.529 -2.430
O -0.055 -5.326 -3.720
C -0.522 -7.541 -2.364
H -0.960 -9.658 -2.606
H -2.380 -8.639 -2.354
H -0.632 -8.742 -4.858
H -2.343 -9.140 -4.765
H -1.495 -6.644 -5.526
H -2.977 -6.835 -4.557
H -0.573 -7.371 -1.290
H 0.513 -7.682 -2.674
C -9.754 4.902 -1.018
C -8.386 4.245 -1.242
C -8.636 2.872 -1.873
S -10.177 3.007 -2.782
O -11.163 2.151 -2.167
O -9.917 2.953 -4.200
C -10.530 4.700 -2.316
H -9.660 5.959 -0.770
H -10.271 4.406 -0.194
H -7.794 4.862 -1.922
H -7.825 4.150 -0.315
H -7.843 2.589 -2.561
H -8.759 2.101 -1.113
H -11.604 4.833 -2.207
H -10.150 5.346 -3.108
C 5.361 3.795 8.483
C 4.835 5.232 8.588
C 5.297 5.983 7.332
S 5.459 4.744 6.040
O 6.850 4.645 5.665
O 4.431 4.937 5.053
C 5.042 3.337 7.064
H 4.905 3.141 9.224
H 6.442 3.785 8.644
H 3.744 5.218 8.628
H 5.189 5.727 9.491
H 4.576 6.732 7.014
H 6.272 6.445 7.474
H 5.619 2.471 6.746
H 3.977 3.145 6.940
C 12.376 2.332 -0.996
C 13.329 3.368 -1.606
C 13.591 4.437 -0.538
S 13.403 3.615 1.049
O 12.263 4.181 1.725
O 14.689 3.502 1.687
C 12.935 2.018 0.389
H 12.305 1.435 -1.609
H 11.375 2.759 -0.907
H 14.268 2.882 -1.880
H 12.915 3.812 -2.511
H 14.596 4.846 -0.607
H 12.859 5.241 -0.585
H 12.213 1.547 1.052
H 13.838 1.411 0.323
*
```

Atomic partial charges in e from the Mulliken method, atoms 1 to 4: -0.825 -0.937 1.195 -0.213


[2]
C23H19BF10LuN7S3Sb as an isolated structure in a non-equilibrium geometry. Source: the Open Molecules 2025 dataset; level of theory: wB97M-V/def2-TZVPD.

Values from the calculation:
DFT total energy = -4965.18683 Ha
⟨S²⟩ = 0.762
max |F| = 1.29 eV Å⁻¹

```
! RIJCOSX wB97M-V def2-TZVPD def2/J DEFGRID3
* xyz -2 2
Lu 0.055 -0.235 1.117
C 1.550 0.050 -3.759
N 0.437 -0.143 -2.859
C -0.282 -1.384 -3.097
C 0.229 -2.492 -2.162
N -0.207 -2.329 -0.784
C -1.234 -3.084 -0.410
C -2.195 -3.798 -1.194
F -2.216 -3.724 -2.562
C -3.205 -4.550 -0.636
F -4.079 -5.174 -1.466
C -3.353 -4.690 0.736
F -4.331 -5.482 1.239
C -2.431 -4.042 1.560
F -2.484 -4.184 2.890
C -1.435 -3.294 0.985
F -0.494 -2.684 1.798
C -0.378 1.052 -2.775
C 0.219 2.023 -1.740
N -0.361 1.855 -0.423
C -1.468 2.525 -0.154
C -1.841 2.618 1.217
F -0.954 2.057 2.107
C -2.958 3.233 1.714
F -3.210 3.196 3.038
C -3.816 3.896 0.840
F -4.911 4.559 1.286
C -3.497 3.880 -0.513
F -4.312 4.530 -1.378
C -2.384 3.226 -1.001
F -2.213 3.278 -2.355
H 2.206 -0.821 -3.745
H 2.131 0.915 -3.436
H 1.224 0.229 -4.802
H -0.177 -1.715 -4.145
H -1.344 -1.237 -2.891
H 1.324 -2.482 -2.172
H -0.072 -3.465 -2.567
H -1.382 0.784 -2.438
H -0.476 1.554 -3.755
H 0.105 3.058 -2.091
H 1.291 1.818 -1.632
B 3.378 -0.152 2.901
N 3.527 -0.692 1.459
C 4.656 -0.864 0.772
C 4.334 -1.106 -0.552
C 2.947 -1.046 -0.571
N 2.470 -0.816 0.650
N 2.848 1.294 2.698
C 3.419 2.424 3.116
C 2.736 3.494 2.567
C 1.736 2.895 1.809
N 1.808 1.569 1.905
H 4.463 -0.091 3.404
H 2.600 -0.820 3.502
H 5.616 -0.790 1.245
H 4.996 -1.289 -1.375
H 2.279 -1.109 -1.403
H 4.269 2.415 3.771
H 2.929 4.540 2.701
H 0.999 3.367 1.188
S -3.863 -1.487 4.551
Sb -2.475 -0.110 3.353
S -0.151 -0.522 3.776
S -2.592 -0.431 0.948
*
```

Atomic partial charges in e from the Mulliken method, atoms 1 to 4: 1.812 -1.405 1.219 -0.714


[3]
One molecule with the formula H4N2O in a non-equilibrium geometry. Source: the Open Molecules 2025 dataset; level of theory: wB97M-V/def2-TZVPD.

Values from the calculation:
relative energy (zero: lowest compared OMol25 entry of this formula, charge and spin) = 2.310 eV
max |F| = 3.33 eV Å⁻¹

```
! RIJCOSX wB97M-V def2-TZVPD def2/J DEFGRID3
* xyz 0 1
N -1.358 0.168 0.069
O -0.519 -0.751 -0.354
N 1.051 -0.141 -0.185
H -1.151 0.650 0.964
H -1.711 0.883 -0.572
H 0.997 -0.708 0.655
H 1.419 -0.763 -0.924
*
```

Atomic partial charges in e from the Mulliken method, atoms 1 to 4: -0.284 -0.283 -0.485 0.249


[4]
A 7-piece molecular cluster, C28H70O14 overall in a non-equilibrium geometry. Source: the Open Molecules 2025 dataset; level of theory: wB97M-V/def2-TZVPD.

Values from the calculation:
relative energy (zero: lowest compared OMol25 entry of this formula, charge and spin) = 8.415 eV
max |F| = 3.49 eV Å⁻¹

```
! RIJCOSX wB97M-V def2-TZVPD def2/J DEFGRID3
* xyz 0 1
C -3.019 5.763 3.817
O -1.994 4.863 3.660
C -2.220 3.560 4.196
C -0.895 2.795 4.596
O -1.231 1.678 5.470
C -1.843 0.579 4.794
H -3.267 5.893 4.870
H -3.975 5.494 3.368
H -2.683 6.734 3.455
H -2.808 3.018 3.456
H -2.838 3.620 5.092
H -0.174 3.426 5.115
H -0.308 2.501 3.727
H -1.096 -0.155 4.495
H -2.493 0.604 3.919
H -2.437 0.246 5.645
C -2.613 -0.907 -2.939
O -1.882 -0.728 -1.779
C -2.300 0.350 -0.951
C -1.660 0.337 0.389
O -0.236 0.423 0.118
C 0.501 0.314 1.274
H -2.207 -1.801 -3.411
H -2.643 -0.102 -3.674
H -3.628 -1.118 -2.601
H -3.386 0.300 -0.868
H -2.125 1.290 -1.474
H -1.930 -0.657 0.748
H -1.979 1.125 1.071
H 0.201 -0.407 2.035
H 0.598 1.343 1.620
H 1.521 0.102 0.952
C 0.789 1.649 -2.770
O 2.012 2.436 -2.763
C 2.940 1.729 -1.886
C 4.365 2.187 -2.115
O 5.431 1.429 -1.547
C 5.487 0.111 -2.025
H -0.016 2.276 -3.154
H 0.488 1.346 -1.767
H 0.868 0.738 -3.363
H 2.966 0.704 -2.256
H 2.702 1.656 -0.825
H 4.392 3.156 -1.616
H 4.649 2.389 -3.148
H 6.403 -0.358 -1.666
H 5.547 0.039 -3.111
H 4.683 -0.571 -1.746
C 4.554 -0.850 1.307
O 4.474 -2.138 0.738
C 4.301 -3.235 1.764
C 2.893 -3.539 1.932
O 2.230 -3.561 0.646
C 0.886 -3.954 0.672
H 5.509 -0.644 1.789
H 3.797 -0.802 2.090
H 4.207 -0.135 0.561
H 4.778 -3.118 2.737
H 4.893 -4.043 1.335
H 2.454 -2.767 2.565
H 2.770 -4.547 2.328
H 0.582 -4.691 1.415
H 0.594 -4.387 -0.285
H 0.340 -3.055 0.956
C -8.362 2.589 -0.359
O -8.110 1.387 -1.092
C -6.776 1.305 -1.608
C -6.530 2.122 -2.909
O -5.406 1.507 -3.596
C -5.233 1.895 -4.938
H -9.428 2.811 -0.324
H -8.029 3.489 -0.875
H -7.865 2.479 0.605
H -6.644 0.265 -1.905
H -5.968 1.495 -0.902
H -6.317 3.186 -2.813
H -7.399 2.166 -3.566
H -5.222 2.979 -5.049
H -6.026 1.518 -5.583
H -4.356 1.308 -5.209
C 4.231 2.744 2.140
O 4.154 4.134 2.319
C 3.664 4.730 3.480
C 4.505 4.510 4.807
O 4.583 3.138 5.276
C 5.347 2.970 6.482
H 3.296 2.189 2.215
H 4.820 2.268 2.924
H 4.667 2.532 1.163
H 2.701 4.259 3.677
H 3.602 5.807 3.320
H 4.058 5.138 5.579
H 5.534 4.862 4.735
H 4.810 3.336 7.357
H 6.332 3.433 6.433
H 5.537 1.900 6.568
C -1.547 -5.476 -4.362
O -1.061 -6.137 -3.158
C 0.104 -6.829 -3.347
C -0.048 -7.997 -4.332
O -0.296 -7.582 -5.709
C -0.735 -8.760 -6.401
H -0.753 -5.124 -5.021
H -2.084 -4.602 -3.992
H -2.252 -6.136 -4.867
H 0.454 -7.045 -2.337
H 0.849 -6.135 -3.736
H -0.957 -8.496 -3.999
H 0.701 -8.763 -4.134
H -1.792 -9.025 -6.421
H -0.207 -9.653 -6.068
H -0.466 -8.622 -7.449
*
```

Atomic partial charges in e from the Mulliken method, atoms 1 to 4: -0.792 -0.290 -0.448 0.241


[5]
C38H32N4O3PPdS3 as an isolated structure in a non-equilibrium geometry. Source: the Open Molecules 2025 dataset; level of theory: wB97M-V/def2-TZVPD.

Values from the calculation:
relative energy (zero: lowest compared OMol25 entry of this formula, charge and spin) = 0.607 eV
⟨S²⟩ = 6.066
max |F| = 1.22 eV Å⁻¹

```
! RIJCOSX wB97M-V def2-TZVPD def2/J DEFGRID3
* xyz 1 5
Pd -0.008 -0.028 0.121
C -0.753 1.062 -5.229
S -1.673 -0.297 -4.477
C -0.824 -0.573 -2.993
S 0.410 0.484 -2.434
N -1.263 -1.622 -2.347
N -0.653 -1.863 -1.214
C -0.716 -2.941 -0.549
C 0.205 -3.089 0.579
C 0.188 -4.208 1.390
C 1.216 -4.388 2.300
C 2.247 -3.466 2.335
C 2.170 -2.352 1.510
N 1.154 -2.138 0.678
H -1.130 1.128 -6.249
H 0.309 0.836 -5.244
H -0.936 1.995 -4.701
H -1.349 -3.757 -0.881
H -0.613 -4.933 1.293
H 1.227 -5.254 2.952
H 3.104 -3.599 2.981
H 2.957 -1.613 1.511
O -4.125 -0.453 0.488
S -2.790 0.024 0.643
O -2.151 0.503 -0.619
O -1.859 -0.925 1.284
C -2.838 1.491 1.636
C -3.834 1.570 2.601
C -4.031 2.759 3.281
C -3.276 3.876 2.947
C -2.282 3.792 1.984
C -2.009 2.583 1.345
P -0.629 2.484 0.135
C -1.243 3.492 -1.276
C -2.105 2.949 -2.238
C -2.639 3.755 -3.233
C -2.321 5.105 -3.291
C -1.473 5.652 -2.341
C -0.935 4.855 -1.339
C 0.737 3.522 0.749
C 0.894 3.995 2.047
C 2.005 4.763 2.381
C 2.971 5.055 1.430
C 2.828 4.574 0.134
C 1.726 3.807 -0.199
H -4.477 0.710 2.768
H -4.803 2.830 4.038
H -3.471 4.827 3.431
H -1.725 4.680 1.712
H -2.366 1.904 -2.203
H -3.314 3.323 -3.965
H -2.739 5.732 -4.072
H -1.230 6.708 -2.370
H -0.287 5.310 -0.604
H 0.163 3.769 2.807
H 2.111 5.139 3.393
H 3.831 5.659 1.695
H 3.581 4.794 -0.616
H 1.610 3.446 -1.217
C 5.384 0.994 1.341
C 4.461 1.084 0.303
C 3.113 0.964 0.560
C 2.626 0.765 1.874
C 3.591 0.630 2.906
C 4.939 0.752 2.637
N 1.279 0.559 2.089
C 0.758 0.640 3.383
C -0.248 -0.256 3.779
C -0.805 -0.181 5.042
C -0.392 0.798 5.939
C 0.606 1.691 5.566
C 1.185 1.612 4.314
H 6.444 1.086 1.138
H 4.801 1.242 -0.713
H 2.406 1.011 -0.250
H 3.270 0.356 3.900
H 5.656 0.625 3.439
H -0.561 -1.023 3.094
H -1.567 -0.896 5.330
H -0.844 0.867 6.921
H 0.933 2.458 6.258
H 1.935 2.330 4.019
*
```

Atomic partial charges in e from the Mulliken method, atoms 1 to 4: 0.991 -0.688 0.003 0.759


[6]
C27H45NO2P2Sn as an isolated structure in a non-equilibrium geometry. Source: the Open Molecules 2025 dataset; level of theory: wB97M-V/def2-TZVPD.

Values from the calculation:
relative energy (zero: lowest compared OMol25 entry of this formula, charge and spin) = 0.000 eV
max |F| = 4.89 eV Å⁻¹

```
! RIJCOSX wB97M-V def2-TZVPD def2/J DEFGRID3
* xyz 2 1
Sn 4.101 2.126 -3.363
C -1.505 -0.798 1.557
C -1.152 -1.837 0.641
C 0.724 -1.309 1.871
C -0.338 -0.452 2.294
C 0.226 -2.140 0.825
C -2.865 -0.250 1.768
H -3.447 -0.271 0.832
H -2.812 0.791 2.127
H -3.411 -0.848 2.528
C -0.271 0.546 3.374
H -1.021 1.322 3.206
H 0.721 1.004 3.419
H -0.478 0.083 4.347
C 2.069 -1.394 2.450
H 2.051 -1.815 3.465
H 2.512 -0.385 2.529
H 2.719 -2.016 1.825
C 0.993 -3.179 0.106
H 0.943 -4.142 0.645
H 2.051 -2.883 0.041
H 0.598 -3.324 -0.914
C -2.060 -2.519 -0.300
H -1.983 -3.610 -0.211
H -1.809 -2.270 -1.337
H -3.102 -2.231 -0.139
C -1.675 1.659 -1.642
C -2.875 1.076 -1.661
C -3.465 0.121 -2.646
C -2.447 -0.317 -3.714
C -1.234 -1.130 -3.308
C -0.027 -0.726 -2.915
C 0.490 0.649 -2.681
C -0.590 1.727 -2.711
H -4.284 0.598 -3.197
H -2.113 0.578 -4.276
H -3.937 -0.749 -2.154
H -0.966 1.806 -3.739
H -1.367 2.168 -0.745
H -3.518 1.238 -0.797
H -0.102 2.707 -2.556
H 1.070 0.734 -1.756
H 0.771 -1.476 -2.849
H 1.229 0.887 -3.460
H -2.961 -0.960 -4.447
H -1.366 -2.210 -3.454
P 0.305 1.909 -5.786
C -0.066 3.604 -6.400
C -0.899 1.004 -6.927
P 2.754 0.150 -5.888
C 1.900 1.604 -6.668
C 1.834 -1.208 -6.805
C 4.235 0.190 -6.978
H 0.771 4.254 -6.120
H -0.977 3.954 -5.896
H -0.218 3.627 -7.487
H -0.831 1.397 -7.953
H -1.917 1.174 -6.545
H -0.710 -0.079 -6.927
H 3.975 0.406 -8.012
H 4.714 -0.787 -6.904
H 4.904 0.959 -6.594
H 2.535 2.490 -6.497
H 1.729 1.467 -7.753
H 2.492 -2.085 -6.819
H 1.579 -0.956 -7.839
H 0.926 -1.489 -6.271
O 4.306 2.739 -1.354
C 3.773 2.777 -0.185
C 3.734 4.039 0.646
C 3.539 3.564 2.074
C 3.205 2.106 1.874
O 2.993 1.342 2.808
N 3.266 1.747 0.517
H 4.585 4.684 0.472
H 2.837 4.604 0.369
H 4.429 3.634 2.708
H 2.674 4.077 2.520
*
```

Atomic partial charges in e from the Mulliken method, atoms 1 to 4: 1.303 0.457 0.749 0.782